Formula: C30H72F2NO26P4PtS2
Source: OMol25
Level of theory: ωB97M-V/def2-TZVPD

CARTESIAN COORDINATES (ANGSTROEM)
1 Pt -3.28 -0.94 -1.18
2 N -1.97 0.43 -0.42
3 S -1.81 1.67 0.50
4 O -1.59 2.89 -0.27
5 O -0.97 1.44 1.67
6 F -3.34 1.73 1.09
7 S -0.28 0.14 -0.71
8 O 0.08 -1.02 0.14
9 O 0.71 1.19 -0.83
10 F -0.29 -0.47 -2.16
11 C 7.78 1.61 0.56
12 O 6.48 1.97 0.81
13 C 5.56 1.83 -0.12
14 O 5.78 1.18 -1.17
15 O 4.44 2.50 0.32
16 C 3.67 3.19 -0.68
17 H 8.30 2.19 -0.20
18 H 7.88 0.55 0.33
19 H 8.29 1.90 1.48
20 H 3.19 2.39 -1.24
21 H 4.31 3.87 -1.25
22 H 2.90 3.75 -0.15
23 C -7.55 7.63 -0.04
24 O -6.38 6.81 0.00
25 C -5.72 6.53 -1.15
26 O -6.02 7.03 -2.30
27 O -4.70 5.68 -0.88
28 C -4.08 5.14 -1.98
29 H -8.18 7.40 -0.89
30 H -7.34 8.70 -0.10
31 H -8.07 7.27 0.85
32 H -4.64 4.37 -2.52
33 H -3.14 4.75 -1.60
34 H -3.92 5.90 -2.74
35 C 4.42 -6.88 -1.56
36 C 3.10 -7.07 -2.34
37 O 2.02 -6.71 -1.49
38 P 1.12 -5.36 -1.64
39 O 0.18 -5.00 -0.55
40 O 2.26 -4.20 -1.90
41 C 1.93 -2.82 -2.28
42 C 2.87 -2.54 -3.42
43 O 0.50 -5.48 -3.16
44 C -0.09 -6.78 -3.56
45 C -1.53 -6.83 -3.07
46 H 4.18 -6.73 -0.51
47 H 5.12 -7.71 -1.69
48 H 4.89 -5.95 -1.87
49 H 3.06 -6.44 -3.23
50 H 2.90 -8.08 -2.68
51 H 0.91 -2.74 -2.65
52 H 2.04 -2.01 -1.55
53 H 3.89 -2.65 -3.06
54 H 2.69 -3.11 -4.34
55 H 2.91 -1.48 -3.66
56 H 0.07 -6.88 -4.63
57 H 0.56 -7.60 -3.23
58 H -2.04 -7.76 -3.33
59 H -1.63 -6.56 -2.02
60 H -2.13 -6.05 -3.53
61 C -2.20 3.62 -4.39
62 C -1.33 2.46 -4.06
63 O -1.51 1.33 -4.90
64 P -2.71 0.30 -4.43
65 O -2.90 0.12 -2.97
66 O -3.99 0.88 -5.16
67 C -5.01 0.06 -5.70
68 C -4.67 -0.24 -7.15
69 O -2.25 -0.94 -5.32
70 C -1.07 -1.58 -4.86
71 C -0.84 -2.80 -5.76
72 H -1.81 4.40 -3.73
73 H -1.99 3.83 -5.44
74 H -3.28 3.50 -4.30
75 H -0.31 2.81 -4.26
76 H -1.42 2.17 -3.02
77 H -5.16 -0.81 -5.06
78 H -5.96 0.59 -5.70
79 H -5.56 -0.39 -7.76
80 H -4.35 0.73 -7.54
81 H -4.03 -1.08 -7.44
82 H -0.24 -0.89 -5.01
83 H -1.33 -1.81 -3.83
84 H -0.59 -2.43 -6.76
85 H 0.13 -3.09 -5.34
86 H -1.53 -3.64 -5.75
87 C -3.65 0.24 3.64
88 C -3.25 -1.03 2.83
89 O -1.96 -1.34 3.45
90 P -1.22 -2.77 3.08
91 O -1.30 -3.27 1.72
92 O 0.25 -2.67 3.72
93 C 1.11 -1.61 3.28
94 C 2.01 -1.91 2.07
95 O -2.06 -3.79 4.05
96 C -2.39 -3.27 5.36
97 C -2.58 -4.54 6.20
98 H -3.64 -0.09 4.68
99 H -2.94 1.01 3.30
100 H -4.63 0.68 3.46
101 H -3.90 -1.87 3.08
102 H -3.21 -0.92 1.74
103 H 0.57 -0.69 3.05
104 H 1.81 -1.39 4.08
105 H 2.82 -2.56 2.39
106 H 1.47 -2.43 1.28
107 H 2.37 -1.01 1.57
108 H -1.73 -2.55 5.84
109 H -3.24 -2.62 5.18
110 H -1.94 -5.33 5.82
111 H -2.51 -4.31 7.26
112 H -3.58 -4.92 6.02
113 C 0.56 5.54 5.45
114 C 1.50 4.94 6.50
115 O 2.70 4.45 5.96
116 P 2.94 2.83 5.87
117 O 2.98 2.11 7.20
118 O 4.29 2.58 4.96
119 C 4.85 1.32 4.75
120 C 6.36 1.49 4.31
121 O 1.88 2.28 4.79
122 C 1.55 2.93 3.58
123 C 1.95 2.12 2.41
124 H 1.15 5.87 4.59
125 H 0.03 4.66 5.10
126 H -0.29 6.18 5.69
127 H 1.75 5.67 7.27
128 H 0.92 4.13 6.95
129 H 4.80 0.83 5.72
130 H 4.24 0.62 4.18
131 H 6.92 1.91 5.15
132 H 6.72 0.56 3.88
133 H 6.40 2.27 3.56
134 H 0.50 3.19 3.50
135 H 1.96 3.95 3.51
136 H 1.46 2.44 1.49
137 H 3.04 2.13 2.36
138 H 1.79 1.05 2.56

## Properties
**Spin multiplicity**: 3
**M**: 1283.991 g/mol
**HOMO level (spin up / spin down)**: -0.430 / -0.430 hartree
**Energy**: -154503.39681 eV
**Net charge**: +1
**E_LUMO (spin up / spin down)**: -6.260 / -8.712 eV

Löwdin atomic charge list, values in e, 5 entries: number 1, Pt, carries 1.1639; number 2, N, carries -0.3801; number 3, S, carries 0.5331; number 4, O, carries -0.1998; number 5, O, carries -0.2048

Formula: C30H73BBrN3O26P6
Source: OMol25
Level of theory: ωB97M-V/def2-TZVPD

CARTESIAN COORDINATES (ANGSTROEM)
1 C -8.45 -0.66 1.93
2 C -8.49 0.79 2.54
3 P -6.89 1.32 3.36
4 C -5.98 -0.20 3.90
5 C -5.27 0.06 5.27
6 C -5.83 2.38 2.20
7 B -4.72 1.59 1.37
8 O -5.19 0.55 0.51
9 N -3.30 1.84 1.41
10 C -2.56 1.07 0.38
11 C -2.69 1.49 2.71
12 C -6.68 3.31 1.24
13 C -7.33 2.65 0.00
14 C -8.51 3.45 -0.63
15 C -9.58 2.41 -1.10
16 O -9.13 1.83 -2.33
17 C -8.71 0.54 -2.19
18 C -7.36 0.19 -2.83
19 O -9.33 -0.31 -1.66
20 C -7.55 3.97 2.32
21 O -8.71 4.06 2.45
22 N -6.55 4.45 3.27
23 C -5.35 3.54 3.18
24 Br -3.92 4.77 2.59
25 O -5.11 3.15 4.54
26 N -5.89 3.93 5.45
27 O -5.20 4.19 6.35
28 H -7.55 -0.84 1.32
29 H -9.34 -0.76 1.29
30 H -8.57 -1.41 2.71
31 H -9.23 0.73 3.36
32 H -8.89 1.52 1.83
33 H -5.29 -0.62 3.15
34 H -6.75 -0.96 4.11
35 H -4.41 0.70 5.07
36 H -5.99 0.50 5.98
37 H -4.98 -0.91 5.70
38 H -5.20 0.89 -0.39
39 H -1.50 1.34 0.43
40 H -2.66 -0.01 0.61
41 H -2.92 1.29 -0.63
42 H -1.62 1.78 2.65
43 H -2.78 0.41 2.88
44 H -3.12 2.07 3.55
45 H -6.03 4.08 0.80
46 H -7.61 1.61 0.20
47 H -6.54 2.59 -0.78
48 H -8.95 4.20 0.02
49 H -8.18 3.97 -1.55
50 H -9.69 1.68 -0.30
51 H -10.54 2.93 -1.23
52 H -7.47 -0.16 -3.86
53 H -6.71 1.08 -2.88
54 H -6.88 -0.61 -2.26
55 H -6.16 5.34 2.95
56 C 2.54 6.99 3.58
57 O 3.00 5.64 3.41
58 P 1.84 4.42 3.69
59 O 2.52 3.79 4.87
60 O 2.18 3.68 2.30
61 C 3.53 3.31 2.02
62 O 0.38 3.62 3.75
63 C -0.37 3.77 4.96
64 H 3.37 7.66 3.38
65 H 1.73 7.22 2.88
66 H 2.19 7.15 4.60
67 H 4.10 3.13 2.93
68 H 4.00 4.09 1.43
69 H 3.51 2.40 1.43
70 H -0.33 4.79 5.33
71 H 0.00 3.08 5.71
72 H -1.41 3.52 4.74
73 C 6.67 -2.23 0.00
74 O 6.01 -1.19 -0.75
75 P 6.92 0.21 -1.05
76 O 6.03 1.13 -0.26
77 O 6.56 0.17 -2.63
78 C 5.20 0.07 -3.02
79 O 8.12 1.33 -1.39
80 C 8.77 1.93 -0.26
81 H 5.97 -3.05 0.13
82 H 7.55 -2.59 -0.54
83 H 6.96 -1.85 0.98
84 H 4.52 0.50 -2.28
85 H 4.94 -0.98 -3.19
86 H 5.08 0.61 -3.96
87 H 8.95 1.20 0.53
88 H 8.15 2.74 0.12
89 H 9.72 2.33 -0.59
90 C 7.80 -4.31 -6.99
91 O 7.81 -3.75 -5.66
92 P 9.26 -3.92 -4.80
93 O 8.74 -4.79 -3.69
94 O 9.29 -2.35 -4.40
95 C 8.16 -1.79 -3.75
96 O 10.90 -4.01 -4.47
97 C 11.46 -5.33 -4.49
98 H 6.82 -4.15 -7.43
99 H 8.55 -3.82 -7.61
100 H 8.00 -5.39 -6.94
101 H 7.60 -2.54 -3.18
102 H 7.50 -1.34 -4.49
103 H 8.50 -1.01 -3.08
104 H 11.06 -5.92 -5.31
105 H 11.27 -5.83 -3.54
106 H 12.54 -5.23 -4.62
107 C -4.56 -1.44 12.15
108 O -5.52 -2.30 11.52
109 P -6.31 -1.67 10.15
110 O -7.70 -1.66 10.71
111 O -6.01 -2.99 9.27
112 C -6.42 -4.26 9.78
113 O -6.57 -0.81 8.74
114 C -7.08 0.52 8.91
115 H -4.15 -1.96 13.01
116 H -3.75 -1.21 11.46
117 H -5.04 -0.52 12.48
118 H -7.28 -4.17 10.44
119 H -5.59 -4.72 10.31
120 H -6.69 -4.89 8.93
121 H -6.60 1.01 9.75
122 H -8.16 0.49 9.06
123 H -6.87 1.08 8.00
124 C 6.72 -5.36 -13.33
125 O 7.34 -4.35 -12.51
126 P 9.04 -4.30 -12.54
127 O 9.22 -4.63 -11.08
128 O 9.03 -2.71 -12.80
129 C 8.26 -1.88 -11.94
130 O 10.66 -4.31 -12.96
131 C 11.36 -5.54 -12.75
132 H 5.64 -5.29 -13.20
133 H 6.96 -5.20 -14.38
134 H 7.05 -6.36 -13.02
135 H 8.15 -2.31 -10.95
136 H 7.27 -1.71 -12.38
137 H 8.77 -0.92 -11.85
138 H 10.76 -6.40 -13.03
139 H 11.66 -5.62 -11.70
140 H 12.26 -5.53 -13.37

## Properties
**M**: 1168.469 g/mol
**HOMO level**: -0.285 hartree
**Energy**: -216443.11931 eV
**Net charge**: 0
**SMILES**: CCP(CC)[C@@]1(B(O)N(C)C)[C@@H](CCCOC(C)=O)C(=O)N[C@@]1(Br)ON=O.COP(=O)(OC)OC.COP(=O)(OC)OC.COP(=O)(OC)OC.COP(=O)(OC)OC.COP(=O)(OC)OC
**E_LUMO**: -2.001 eV

Löwdin atomic charge list, values in e, 5 entries: number 1, C, carries -0.1477; number 2, C, carries -0.3688; number 3, P, carries 1.1057; number 4, C, carries -0.3690; number 5, C, carries -0.1451

Formula: C30H74BFIN10O7P4
Source: OMol25
Level of theory: ωB97M-V/def2-TZVPD

CARTESIAN COORDINATES (ANGSTROEM)
1 C -0.80 2.96 -3.79
2 C -1.40 2.02 -3.31
3 C -2.21 0.98 -2.67
4 C -1.35 0.01 -1.84
5 C -0.73 -1.09 -2.75
6 C -1.52 -2.40 -2.75
7 O -1.30 -3.00 -4.02
8 B -0.29 -4.03 -3.90
9 C 1.18 -3.39 -4.30
10 C 2.25 -4.34 -4.79
11 F 2.81 -5.04 -3.71
12 P -0.81 -5.66 -4.94
13 N -2.37 -5.97 -4.95
14 O -0.40 -4.50 -2.47
15 C -0.97 -3.50 -1.78
16 I -2.80 -4.41 -0.82
17 C -0.13 -3.03 -0.55
18 O 1.23 -3.41 -0.71
19 C 1.62 -4.46 0.04
20 C 2.33 -5.54 -0.70
21 O 1.44 -4.50 1.23
22 H -0.16 3.65 -4.27
23 H -2.94 1.45 -2.01
24 H -2.78 0.45 -3.43
25 H -1.94 -0.47 -1.06
26 H -0.52 0.59 -1.44
27 H 0.32 -1.24 -2.50
28 H -0.74 -0.72 -3.78
29 H -2.59 -2.23 -2.59
30 H 0.99 -2.59 -5.02
31 H 1.58 -2.92 -3.39
32 H 1.90 -5.06 -5.53
33 H 3.09 -3.78 -5.22
34 H -0.05 -6.72 -4.35
35 H -0.29 -5.56 -6.27
36 H -2.71 -6.00 -5.91
37 H -0.56 -3.44 0.36
38 H -0.19 -1.95 -0.47
39 H 1.79 -5.82 -1.60
40 H 3.31 -5.18 -1.01
41 H 2.47 -6.38 -0.03
42 O -3.01 -4.33 3.33
43 P -2.21 -4.61 4.53
44 N -1.58 -6.17 4.25
45 C -0.95 -7.01 5.24
46 C -0.95 -6.34 2.94
47 N -3.43 -4.69 5.74
48 C -3.56 -5.81 6.65
49 C -4.75 -4.20 5.35
50 N -1.02 -4.06 5.64
51 C -1.40 -2.92 6.49
52 C 0.22 -3.66 4.92
53 H 0.06 -6.68 5.52
54 H -0.86 -8.02 4.83
55 H -1.54 -7.11 6.14
56 H 0.09 -5.98 2.92
57 H -1.50 -5.82 2.16
58 H -0.94 -7.40 2.67
59 H -3.80 -6.75 6.13
60 H -4.36 -5.62 7.37
61 H -2.66 -5.95 7.24
62 H -5.31 -4.93 4.75
63 H -4.67 -3.29 4.76
64 H -5.33 -3.97 6.24
65 H -1.78 -2.07 5.92
66 H -0.53 -2.59 7.06
67 H -2.16 -3.21 7.22
68 H 0.04 -2.83 4.22
69 H 0.63 -4.50 4.36
70 H 0.98 -3.35 5.64
71 O -3.00 1.60 1.32
72 P -2.36 2.56 2.24
73 N -0.79 2.74 1.62
74 C 0.32 3.36 2.31
75 C -0.72 3.01 0.19
76 N -2.34 1.66 3.70
77 C -1.12 1.48 4.47
78 C -3.14 0.44 3.71
79 N -2.47 4.07 3.07
80 C -3.50 4.16 4.12
81 C -2.73 5.17 2.12
82 H 0.25 4.46 2.37
83 H 1.24 3.12 1.78
84 H 0.45 2.98 3.32
85 H -0.87 4.07 -0.06
86 H -1.46 2.43 -0.35
87 H 0.26 2.71 -0.21
88 H -0.35 0.91 3.93
89 H -1.35 0.93 5.39
90 H -0.71 2.43 4.80
91 H -2.65 -0.40 3.20
92 H -4.10 0.60 3.23
93 H -3.33 0.15 4.75
94 H -4.50 3.88 3.76
95 H -3.55 5.19 4.48
96 H -3.25 3.53 4.97
97 H -3.68 5.05 1.59
98 H -1.93 5.24 1.38
99 H -2.76 6.12 2.65
100 O 1.93 5.25 -3.59
101 P 3.28 5.85 -3.73
102 N 3.10 6.98 -5.00
103 C 4.18 7.63 -5.70
104 C 1.95 7.88 -4.88
105 N 4.20 4.51 -4.26
106 C 5.03 4.56 -5.45
107 C 3.54 3.21 -4.15
108 N 4.62 6.59 -2.95
109 C 5.40 5.71 -2.05
110 C 4.19 7.75 -2.14
111 H 4.68 8.41 -5.11
112 H 3.78 8.10 -6.60
113 H 4.94 6.93 -6.04
114 H 2.16 8.74 -4.23
115 H 1.09 7.35 -4.48
116 H 1.67 8.26 -5.86
117 H 4.45 4.73 -6.36
118 H 5.57 3.62 -5.55
119 H 5.80 5.33 -5.36
120 H 2.83 3.02 -4.96
121 H 3.01 3.11 -3.21
122 H 4.30 2.42 -4.18
123 H 4.78 5.21 -1.30
124 H 6.15 6.31 -1.53
125 H 5.94 4.95 -2.61
126 H 3.50 7.47 -1.34
127 H 3.71 8.50 -2.77
128 H 5.06 8.23 -1.68

## Properties
**M**: 967.595 g/mol
**HOMO level**: -0.145 hartree
**Energy**: -110195.13399 eV
**Net charge**: -1
**E_LUMO**: 1.720 eV

Löwdin atomic charge list, values in e, 5 entries: number 1, C, carries 0.1097; number 2, C, carries -0.1451; number 3, C, carries -0.2140; number 4, C, carries -0.1890; number 5, C, carries -0.1328